No. 1
53
Properties=species:S:1:pos:R:3:forces:R:3:lowdin_charge:R:1 method="wB97M-V/def2-TZVPD" molar_mass_g_mol=772.99 homo_ev="-14.4 / -14.4" multiplicity=1 total_charge=+2 e_above_lowest_kj_mol=310.5
As 1.42921 -0.46588 2.28902 1.923 -2.190 1.778 1.1876
O 0.23449 -1.29965 1.14211 0.979 2.473 0.813 -0.5359
As 1.71472 2.11390 0.15011 2.640 0.732 -0.444 1.1253
H -1.77313 4.32449 -4.44318 -0.008 -0.005 0.003 0.1319
H -2.98815 2.49078 -3.37646 0.011 -0.036 -0.015 0.1140
O -0.85677 -1.27503 -1.24144 -0.137 -0.087 0.415 -0.4508
H 0.11842 -0.88266 4.42261 0.007 0.046 -0.036 0.0655
C 3.50579 3.51228 3.69807 -0.010 -0.087 -0.015 -0.0185
O 0.53374 -1.59273 -3.13464 0.079 -0.051 -0.057 -0.2059
H 1.98314 3.98334 -1.55432 0.065 -0.068 0.029 0.0476
C 3.04458 -1.33010 1.71424 -0.067 -0.096 -0.054 -0.1610
O 0.75207 -3.05041 -1.28104 0.073 -0.062 0.014 -0.1696
C 2.14015 1.27721 2.86030 -0.780 0.647 -0.456 -0.3260
H 3.84181 -0.99255 2.37526 0.016 -0.020 -0.015 0.0650
H 2.90683 -2.40675 1.80387 -0.013 0.002 -0.026 0.0677
C 3.16398 3.38121 2.35372 0.011 0.025 0.126 -0.0580
H -0.09682 0.39129 -4.89961 -0.030 -0.007 0.008 0.0996
C -0.75101 2.50692 -5.10409 -0.028 0.007 0.007 -0.2021
O -0.13563 1.28945 -1.69688 -0.026 -0.096 0.197 -0.7113
C 0.91143 -1.39668 3.88435 -0.158 0.100 -0.027 -0.1638
C -1.97712 2.70400 -3.02355 0.020 0.052 0.042 -0.2767
H 3.94727 2.95252 -0.75848 0.326 -0.049 -0.128 0.0231
C -1.17351 3.51207 -4.03676 0.029 -0.012 0.016 -0.2044
S -1.17103 1.09059 -2.87618 -0.084 0.028 -0.025 1.1090
H -0.02949 2.91380 -5.81070 0.011 0.007 0.015 0.1328
H 0.35632 3.97099 -0.80015 0.017 0.154 -0.001 0.0341
H 2.15502 0.66991 4.93933 -0.042 0.013 0.006 0.1071
H -1.62010 2.17892 -5.67749 0.013 0.002 -0.021 0.1287
O -0.04184 2.05434 0.85096 -0.290 -0.627 0.504 -0.5798
H 3.45091 1.51511 -1.80790 0.497 0.056 -0.170 0.0199
C 3.12597 2.54701 4.61674 0.091 0.087 -0.049 -0.0236
C 3.68316 1.90404 -0.82503 -2.746 -0.682 1.010 -0.0956
H 3.44751 4.16213 1.65930 -0.040 -0.008 -0.025 0.1145
H 0.57038 -2.37949 3.56628 0.013 -0.003 -0.009 0.0638
H 3.37371 2.66511 5.66267 -0.029 0.000 0.008 0.1290
O -2.16803 0.82357 -0.22766 -0.198 -0.345 -0.146 -0.6782
H 0.84925 1.56089 -3.95193 0.009 -0.012 -0.018 0.1085
Cl -2.68651 -0.06743 1.01813 -0.167 0.607 0.056 1.1202
H 3.28001 -1.08629 0.68046 -0.034 0.068 0.009 0.0374
H -0.29508 3.95178 -3.55920 -0.002 0.007 -0.005 0.1140
H 4.18899 1.22913 -0.14720 0.442 0.023 -0.270 0.0144
H 1.74205 4.59209 0.11947 -0.011 0.079 -0.082 0.0501
C 1.42537 3.86739 -0.63077 -0.601 -0.215 0.237 -0.1816
O 1.35369 -0.73220 -1.06408 0.031 0.112 0.113 -0.4794
C -0.13989 1.32836 -4.35056 0.042 0.040 0.022 -0.2714
C 2.42746 1.41606 4.20709 0.092 -0.254 0.047 -0.0617
O -1.47777 0.36119 1.96685 0.054 -0.333 -0.278 -0.6581
H 1.79933 -1.49467 4.50663 -0.023 -0.037 0.024 0.0599
C 2.44317 2.27552 1.93817 -0.475 -0.391 -0.097 -0.3484
H 4.05070 4.38615 4.02807 0.008 -0.003 0.002 0.1285
H -2.04408 3.11107 -2.01519 -0.016 0.001 -0.002 0.1032
Cl 0.46951 -1.76530 -1.74397 -0.061 0.193 -0.109 0.7716
W -0.14558 0.29470 0.17401 -1.426 0.218 -2.922 1.5872

=====

No. 2
50
Properties=species:S:1:pos:R:3:forces:R:3:lowdin_charge:R:1 method="wB97M-V/def2-TZVPD" molar_mass_g_mol=364.00 homo_ev=-11.9 multiplicity=1 total_charge=+1
N 1.70686 0.27226 -2.10991 0.456 1.113 -0.084 0.0711
C -0.94070 -2.61466 -1.56932 -0.044 0.810 0.720 -0.0797
H -0.96851 0.73778 -0.48127 -0.768 -0.533 -1.233 0.0800
C -5.75841 0.88442 3.10724 -0.118 -0.025 0.040 0.0061
H -2.30770 -0.43654 -1.08952 1.051 0.881 -0.163 0.0805
H 2.17190 -1.25636 2.52735 0.341 0.417 0.882 0.1115
O 3.01854 -1.21956 3.03029 1.063 -0.014 -3.184 0.1379
C 3.66968 -0.08918 0.77437 -1.132 -0.016 -2.418 -0.0247
H -6.42348 2.71820 4.00610 0.057 -0.092 -0.054 0.1124
H 4.77518 1.78471 0.93395 -0.569 0.034 -0.802 0.1980
H 1.18830 1.44155 -5.34939 1.036 0.157 1.114 0.0972
C 2.04196 1.48942 -4.58931 0.290 -0.007 -0.063 -0.0052
H 3.51156 2.36411 -1.22310 -0.037 -0.561 0.477 0.1852
H -0.19048 -3.47496 -1.58431 -1.072 1.148 -0.059 0.0879
H 2.79377 0.69468 -4.87655 -0.794 0.952 0.351 0.0765
H -2.79140 0.48864 1.47804 -0.217 -0.121 0.054 0.0973
H 1.11180 3.35689 -2.86954 -0.788 -0.376 -0.357 0.1062
O -3.94484 -1.65295 1.39598 -0.166 0.174 0.121 0.0504
H 3.98886 -3.00207 0.98537 1.386 -0.557 0.498 0.0978
B 4.03783 -1.06098 2.02270 0.306 -1.187 2.873 -0.4768
O 5.24402 -1.79091 2.18816 -1.973 1.049 -0.863 -0.0176
H -4.40354 3.98432 3.34695 -0.011 -0.108 -0.016 0.1095
C 4.96372 -3.10442 1.58867 -0.594 -0.188 -0.530 -0.0378
C -3.59198 0.96727 2.02925 0.131 0.047 -0.062 -0.0103
H 5.82932 -3.33651 0.89872 -1.147 0.072 0.870 0.1140
O -5.89833 -1.71673 2.31112 0.374 0.225 -0.093 0.0924
N 2.73063 -0.66545 -0.14267 2.965 5.042 0.992 0.1960
H -2.58951 2.86559 2.09052 -0.072 -0.079 0.014 0.1043
C -0.23085 -1.21026 -1.22299 -0.716 -0.193 -0.934 -0.3661
H -6.65032 0.34176 3.39742 0.178 -0.100 -0.132 0.1231
H 4.77948 -3.90174 2.37369 0.469 1.104 -0.856 0.1183
C 0.92946 -1.01105 -2.29990 0.423 -1.189 0.998 -0.1012
C -5.63273 2.22522 3.45226 0.225 -0.054 -0.133 -0.0581
C -1.28987 0.01241 -1.29399 1.020 -1.148 0.175 -0.0575
C -4.49505 2.93583 3.08290 -0.014 -0.013 0.003 -0.0687
C -3.47489 2.30792 2.37512 -0.224 -0.100 0.088 -0.0702
N 3.40309 1.47937 -0.72020 -1.691 0.148 -2.387 0.1062
B 1.49695 1.40607 -3.07391 -1.498 1.845 -0.806 -0.4548
H 2.52453 2.52475 -4.70277 -0.601 -1.401 -0.070 0.0869
H -1.70554 -2.78429 -0.73472 1.024 -0.001 -1.264 0.0895
O 0.69223 2.51428 -2.61160 2.530 -1.546 0.115 0.0980
N -4.87128 -1.13983 2.00664 -0.161 -0.496 -0.074 -0.3483
C 2.55798 0.40864 -1.09463 1.014 -1.740 2.846 -0.2107
H -1.25274 0.48106 -2.33391 -0.250 -0.443 1.498 0.0860
H 0.56019 -1.00540 -3.37567 0.261 0.004 1.456 0.1512
H 1.65850 -1.88291 -2.15763 -0.899 1.252 -0.451 0.1389
N 4.09521 1.21656 0.41913 -1.646 -4.838 1.221 0.1080
H -1.49911 -2.52506 -2.55181 0.724 -0.264 1.088 0.0912
H 0.16658 -1.28786 -0.15638 -0.187 0.162 -1.605 0.1219
C -4.73683 0.26599 2.39300 0.068 0.756 0.197 -0.1440

=====

No. 3
50
Properties=species:S:1:pos:R:3:forces:R:3:lowdin_charge:R:1 method="wB97M-V/def2-TZVPD" molar_mass_g_mol=566.09 homo_ev=-9.1 multiplicity=1 smiles=COCN(COC)c1nc(CCC(Br)(Br)Br)nc(N(COC)COC)n1
C -4.45323 -0.55857 2.84226 0.651 -0.441 0.770 -1.4449
Br -5.02694 -2.47973 2.89253 0.169 1.350 -0.115 0.5905
C 0.74324 0.21171 -3.37744 0.451 -0.608 0.710 -0.1696
H -3.15949 0.78554 1.93145 0.075 -0.650 -0.456 0.0999
N -0.90785 -1.13550 -0.21864 -0.312 -0.351 -1.827 0.1948
H 2.04529 -1.57090 -4.88822 -0.509 0.335 0.139 0.0962
H 2.12941 -4.11078 -1.10814 -0.579 0.438 -0.774 0.1000
H 0.49401 1.28352 -3.27703 -0.362 -0.693 0.272 0.1285
H -2.43316 -2.12605 1.15358 -0.377 0.346 1.132 0.1261
C -0.20695 -0.33908 -1.06114 0.159 -1.666 -1.226 -0.2789
C -2.24780 -1.19163 1.73452 -0.172 -1.522 0.286 -0.2157
C 0.47960 0.85493 0.68323 -5.438 0.085 -1.803 -0.4293
H 4.21347 -0.59598 1.69331 -0.115 -0.546 0.185 0.0924
C 1.58268 -0.66750 -5.34548 1.579 -1.074 -0.422 -0.1443
H -1.93605 -1.32890 2.77821 -0.069 -0.408 -0.345 0.0735
H 0.38898 -4.45802 -1.66026 0.897 0.273 1.037 0.1065
H 2.56160 -0.64734 2.45520 -0.575 -1.303 1.149 0.0634
H 1.85149 0.13610 -3.08142 -1.365 -0.168 -0.799 0.1490
C 3.16082 -0.33249 1.65238 -0.226 0.519 -2.717 -0.1054
H -3.93058 -0.34327 0.72020 0.048 0.224 0.757 0.1309
C -0.66058 3.67542 2.41960 1.370 1.726 1.220 -0.0515
C -3.43767 -0.27231 1.71706 -1.054 0.700 0.108 -0.3973
C -0.11209 -2.13581 -2.76160 0.235 -0.816 0.667 -0.1559
Br -5.96126 0.68636 2.70315 0.671 -0.754 0.220 0.6282
O 0.59933 4.13615 1.72791 -1.705 -1.692 0.995 -0.1739
H -1.55567 3.40796 1.84732 0.581 0.206 -0.748 0.0786
H 0.28609 3.38272 -0.06233 -0.070 -0.934 -0.424 0.1334
N 0.94687 1.90423 1.26436 5.316 4.152 1.565 -0.0755
H 0.81120 -3.11283 -0.55256 -0.775 0.690 1.924 0.0339
O 1.14793 -2.80909 -2.48250 0.396 1.195 -0.773 -0.2021
H 1.96621 3.57307 0.36625 -0.202 -0.496 0.392 0.1497
H -0.52839 2.85587 3.16822 0.402 0.585 -0.743 0.0851
H -0.94074 -2.66654 -2.21044 0.844 1.082 -0.058 0.1332
C -1.13855 -0.63477 0.98625 1.293 1.239 -1.032 -0.3442
H 1.55332 0.98104 2.96502 0.342 0.558 -0.078 0.1388
H 2.72295 -0.66423 0.63663 0.556 -0.017 1.465 0.1088
C 1.14233 -3.66380 -1.36724 -0.709 -1.762 -1.509 -0.1151
N -0.48722 0.42285 1.45809 -1.343 -3.867 1.918 0.2388
H -0.29199 -2.42463 -3.79806 0.015 1.136 -0.132 0.1263
Br -3.40720 -0.23312 4.64471 -1.184 -0.100 -1.366 0.5279
N -0.05836 -0.67318 -2.46460 -0.813 -0.766 1.747 0.0230
O 0.44272 -0.20745 -4.71121 0.035 0.555 1.571 -0.1626
N 0.40703 0.72287 -0.61070 2.489 0.559 -2.058 0.2498
C 0.99350 3.19265 0.74526 -0.143 2.827 -1.877 -0.2318
H -0.82585 4.62818 2.95680 -0.568 -0.736 0.016 0.0884
H 2.37370 0.07911 -5.34817 0.098 0.300 -0.171 0.0848
C 1.98117 1.69821 2.22010 -0.214 -2.470 1.311 -0.1541
H 2.16401 2.65396 2.70135 0.634 -0.092 -0.129 0.1424
O 3.15398 1.05758 1.68915 -0.089 2.688 0.296 -0.1572
H 1.36470 -0.94658 -6.36693 -0.335 0.166 -0.269 0.0870